1.
C44H66O33 | the ωB97M-V functional and the def2-TZVPD basis

Cartesian coordinates (Å):
C 7.297 9.682 -20.263
C 8.780 9.964 -19.806
C 8.910 10.552 -18.427
O 9.736 9.599 -17.760
C 10.162 8.646 -18.611
O 10.948 7.733 -18.288
O 9.489 8.762 -19.730
H 6.791 9.142 -19.463
H 7.396 9.030 -21.131
H 6.786 10.604 -20.540
H 9.397 10.447 -20.564
H 7.941 10.589 -17.929
H 9.408 11.521 -18.473
C 10.680 8.533 -23.063
C 10.271 7.073 -23.023
C 10.665 6.230 -21.832
O 9.564 5.436 -21.647
C 8.512 5.987 -22.156
O 7.364 5.654 -21.932
O 8.883 7.001 -22.885
H 10.225 8.917 -23.976
H 11.735 8.671 -23.297
H 10.373 9.062 -22.160
H 10.634 6.622 -23.947
H 10.938 6.755 -20.916
H 11.538 5.635 -22.101
C 11.450 12.079 -16.319
C 12.443 11.943 -17.510
C 13.308 10.658 -17.593
O 13.160 10.369 -18.933
C 12.290 11.018 -19.569
O 11.889 10.769 -20.726
O 11.765 11.950 -18.759
H 10.702 12.870 -16.357
H 12.047 12.123 -15.408
H 10.874 11.154 -16.333
H 13.174 12.747 -17.599
H 12.970 9.865 -16.925
H 14.301 10.984 -17.285
C 3.679 12.587 -21.532
C 3.418 11.825 -20.207
C 2.629 12.528 -19.135
O 1.642 11.574 -18.824
C 1.689 10.528 -19.636
O 0.959 9.536 -19.616
O 2.541 10.819 -20.587
H 2.767 12.846 -22.071
H 4.199 11.918 -22.217
H 4.318 13.439 -21.300
H 4.315 11.438 -19.723
H 2.102 13.366 -19.590
H 3.229 12.906 -18.307
C 14.094 6.648 -18.873
C 15.345 5.939 -18.240
C 14.953 4.534 -17.909
O 15.852 3.747 -18.580
C 16.702 4.483 -19.210
O 17.634 4.013 -19.863
O 16.320 5.759 -19.190
H 14.325 7.668 -19.182
H 13.348 6.770 -18.088
H 13.765 6.071 -19.737
H 15.687 6.529 -17.389
H 13.915 4.295 -18.145
H 14.826 4.438 -16.831
C 7.328 6.374 -17.820
C 7.510 6.592 -16.308
C 6.366 6.250 -15.454
O 6.876 5.459 -14.436
C 8.152 5.122 -14.697
O 8.843 4.431 -13.944
O 8.546 5.679 -15.856
H 6.526 6.917 -18.322
H 7.001 5.352 -18.010
H 8.238 6.641 -18.357
H 7.827 7.627 -16.177
H 5.586 5.787 -16.060
H 5.872 7.157 -15.105
C 11.584 6.901 -14.709
C 10.742 7.881 -13.860
C 11.274 9.306 -13.791
O 10.160 10.065 -13.932
C 9.179 9.369 -14.498
O 8.143 9.784 -14.962
O 9.479 8.092 -14.497
H 11.147 5.903 -14.689
H 12.642 6.855 -14.453
H 11.583 7.234 -15.747
H 10.446 7.527 -12.872
H 12.063 9.437 -14.531
H 11.700 9.551 -12.818
C 5.963 16.352 -22.716
C 6.808 15.266 -23.318
C 8.103 14.970 -22.551
O 8.111 13.500 -22.509
C 7.026 12.964 -23.030
O 6.844 11.772 -23.132
O 6.251 13.987 -23.466
H 6.456 17.324 -22.704
H 5.786 16.104 -21.670
H 5.004 16.345 -23.233
H 7.072 15.581 -24.328
H 8.234 15.476 -21.595
H 8.917 15.414 -23.125
C 10.333 4.383 -18.336
C 10.426 3.018 -17.710
C 9.416 2.656 -16.632
O 9.025 1.299 -16.941
C 9.563 0.919 -18.069
O 9.390 -0.177 -18.599
O 10.199 1.963 -18.591
H 10.428 5.223 -17.648
H 9.437 4.607 -18.914
H 11.139 4.517 -19.058
H 11.340 2.799 -17.158
H 8.517 3.268 -16.699
H 9.899 2.844 -15.673
C 8.151 16.114 -16.836
C 6.749 15.797 -17.342
C 6.535 16.223 -18.781
O 6.212 15.080 -19.498
C 6.456 14.000 -18.816
O 6.577 12.846 -19.266
O 6.643 14.408 -17.514
H 8.198 17.052 -16.282
H 8.957 16.158 -17.569
H 8.488 15.428 -16.059
H 5.937 16.122 -16.691
H 7.439 16.684 -19.177
H 5.654 16.861 -18.855
C 4.784 10.226 -16.906
C 5.198 10.938 -15.610
C 4.310 12.109 -15.199
O 4.121 11.915 -13.825
C 4.422 10.596 -13.500
O 4.235 10.121 -12.374
O 4.930 10.014 -14.622
H 4.934 10.935 -17.719
H 3.737 9.925 -16.855
H 5.493 9.416 -17.076
H 6.250 11.201 -15.504
H 3.313 12.196 -15.630
H 4.827 13.007 -15.538

Force components x, y, z for each atom (eV/Å):
1.98 -0.03 0.08
-1.72 0.72 -1.71
-0.25 0.25 -0.08
1.14 0.07 0.85
0.84 -2.35 1.70
-1.97 2.71 -1.10
0.96 -2.59 -0.31
-0.14 0.09 0.00
-0.36 0.04 -0.09
0.07 -0.09 0.11
-0.72 1.02 -0.04
0.18 0.18 0.19
-0.15 -0.05 0.35
-0.03 -0.33 -0.62
1.35 0.96 0.50
2.82 0.54 -0.42
0.53 -2.88 1.91
-3.57 -0.42 0.64
1.54 0.40 -0.45
-1.61 1.85 -2.05
-0.48 0.42 0.28
0.20 -0.22 0.60
0.15 0.09 -0.25
-0.44 -0.36 -0.17
-0.33 0.37 0.04
-0.08 -0.33 0.14
0.77 -1.04 -0.99
-0.18 0.84 0.78
-0.95 1.82 1.94
3.92 -3.79 -0.09
-4.02 0.76 -4.22
1.34 0.99 3.48
-1.01 0.50 -0.50
0.52 0.33 -0.24
-0.22 0.12 0.12
0.01 -0.08 0.30
-0.29 0.49 0.45
-0.16 -0.33 -0.40
0.31 -0.63 -0.56
0.78 -0.47 0.99
0.61 1.30 -1.27
-0.51 1.25 -1.23
-0.71 0.03 2.80
-2.76 -2.55 -0.50
1.96 2.67 0.38
0.68 -2.28 -1.40
-0.18 0.29 0.55
0.31 0.05 0.15
-0.08 0.21 -0.39
0.30 -0.35 -0.60
-0.05 0.33 0.19
-0.24 -0.49 0.32
1.40 0.31 0.73
-3.23 1.56 -0.40
-2.56 0.53 2.03
-0.59 -2.54 1.63
3.64 -1.07 -3.81
-1.96 1.59 1.67
1.98 0.86 -0.90
0.17 -0.02 -0.20
-0.35 -0.38 -0.22
-0.26 0.03 0.20
0.36 -0.12 0.00
0.02 -0.05 -1.11
1.30 -0.69 0.39
-0.32 -0.31 0.20
1.21 0.60 -2.43
-2.03 1.10 -0.83
0.21 -0.83 1.07
1.28 -1.03 1.77
-1.53 1.73 -2.17
0.06 0.03 0.38
-0.14 0.64 0.57
0.56 -0.31 -0.03
0.06 -0.35 0.03
0.35 -0.18 0.40
0.00 -0.87 0.28
0.23 -0.02 0.68
-0.51 0.33 0.09
0.59 -0.89 -0.11
2.10 -1.72 1.35
-1.57 2.75 -0.66
-1.84 0.04 -1.02
0.99 0.37 0.59
0.01 -1.02 -0.50
0.07 0.02 0.13
-0.09 0.04 0.59
-0.31 0.17 -0.13
0.57 -0.36 0.09
-0.24 0.49 -0.47
0.18 -0.19 0.00
-0.83 -1.00 0.79
1.74 0.54 -0.36
-0.01 -0.30 -0.82
2.21 1.61 1.24
-0.12 -0.55 -0.52
-0.31 2.09 0.13
-2.34 -1.14 -0.18
0.01 -0.09 -0.51
-0.23 -0.03 0.06
0.01 0.51 0.02
0.05 0.00 -0.15
-0.62 -0.77 0.53
0.42 -0.89 -0.22
0.52 0.53 -0.68
-0.73 -0.52 1.68
-1.06 1.03 -0.07
-0.14 0.42 2.57
-0.87 -2.29 -1.93
0.76 2.67 1.21
1.38 -0.50 -3.07
0.09 -0.34 0.42
-0.31 -0.63 0.17
0.21 -0.12 -0.03
0.89 0.54 -0.76
-0.08 -0.10 0.07
-0.56 -0.81 0.30
0.25 0.48 1.28
0.92 -0.10 -0.60
-0.76 2.19 0.30
-0.31 -0.34 -2.33
1.33 -3.04 0.66
-0.82 3.66 1.80
-0.06 -3.26 0.17
-0.30 0.37 -0.30
-0.38 -0.18 -0.41
-0.32 -0.46 -0.14
0.25 0.05 0.17
-0.20 0.09 -0.26
0.37 0.45 -0.21
1.13 1.30 0.08
-1.14 0.02 -1.26
0.03 0.27 -1.30
0.52 -0.58 1.31
-0.46 0.03 2.20
0.75 1.26 -4.08
-0.58 -1.79 3.33
-0.12 -0.02 -0.27
0.19 -0.18 0.02
-0.35 -0.29 -0.03
0.09 0.06 -0.54
-0.07 -0.60 -0.45
0.11 0.46 0.95

Calculated values
* HOMO-LUMO gap: 9.7 eV
* net charge: 0
* SMILES: C[C@H]1COC(=O)O1.C[C@H]1COC(=O)O1.C[C@H]1COC(=O)O1.C[C@H]1COC(=O)O1.C[C@H]1COC(=O)O1.C[C@H]1COC(=O)O1.C[C@H]1COC(=O)O1.C[C@H]1COC(=O)O1.C[C@H]1COC(=O)O1.C[C@H]1COC(=O)O1.C[C@H]1COC(=O)O1
* E: -114265.2412 eV

2.
C8H16N2O3 | the ωB97M-V functional and the def2-TZVPD basis

Cartesian coordinates (Å):
C -0.543 -1.499 2.701
C 0.847 0.492 2.748
C -0.842 -1.582 1.161
C -0.254 0.644 0.464
C 0.016 1.699 -2.736
C 0.344 -0.963 -2.958
C 0.697 0.354 -0.686
C -0.064 0.322 -2.089
N 0.706 -0.848 2.895
N -0.681 1.832 0.956
O -0.188 2.859 0.474
O -1.353 1.779 1.955
O -1.243 -0.414 0.527
H -1.368 -1.095 3.242
H -0.581 -2.471 3.144
H 1.691 1.106 2.399
H -0.034 0.811 3.319
H -0.057 -2.110 0.573
H -1.822 -2.298 1.077
H -0.315 1.688 -3.874
H 1.005 2.055 -2.856
H -0.428 2.613 -2.347
H -0.446 -1.128 -3.687
H 0.420 -1.727 -2.230
H 1.330 -0.960 -3.546
H 1.672 0.971 -0.704
H 1.118 -0.630 -0.560
H -1.138 -0.024 -1.957
H 1.511 -1.477 2.597

Force components x, y, z for each atom (eV/Å):
-0.95 -0.37 -1.80
-2.53 -2.08 -0.69
-2.74 -2.40 0.58
1.39 -3.53 0.11
-0.88 0.08 -3.62
1.47 2.37 -0.87
0.09 1.36 -0.92
-0.34 -0.86 0.23
4.62 -0.37 -0.44
1.69 0.05 -0.84
-0.09 0.69 -0.12
-2.66 1.17 1.64
0.69 1.55 0.27
-0.51 1.43 0.08
0.83 -1.02 -0.08
-0.16 -0.87 0.68
0.45 1.70 -0.99
-0.05 0.29 0.64
2.30 1.57 0.17
0.23 -0.27 2.14
1.63 -0.18 0.09
-0.79 -0.66 0.83
-0.01 -0.28 0.07
-0.18 -1.20 0.41
-1.19 0.39 0.96
-1.87 -0.28 -0.06
-0.17 -0.70 0.49
1.05 1.11 0.61
-1.34 1.28 0.39

Calculated values
* HOMO-LUMO gap (alpha / beta): 6.8 / 6.8 eV
* net charge: 0
* E: -17670.2480 eV

3.
C48H72NO40P2 | the ωB97M-V functional and the def2-TZVPD basis

Cartesian coordinates (Å):
C 1.129 -3.933 2.510
C 0.176 -3.519 1.633
C -1.320 -3.565 1.854
C -1.761 -2.830 3.153
P -1.292 -4.001 4.542
P -0.819 -2.931 6.374
O -1.010 -1.482 6.363
O -1.732 -3.592 7.547
O 0.687 -3.333 6.793
C -3.309 -2.719 3.068
C -3.995 -1.756 4.058
C -4.354 -2.529 5.373
C -5.341 -1.340 3.454
N -3.137 -0.626 4.470
O -3.790 0.367 4.940
C -2.061 -0.259 3.540
C -2.613 0.310 2.211
C -1.185 0.858 4.163
C -1.098 -1.437 3.247
H 1.899 -3.232 2.825
H 1.202 -4.954 2.869
H 0.501 -3.145 0.663
H -1.680 -4.603 1.864
H -1.797 -3.028 1.033
H -2.490 -4.667 4.869
H -1.635 -4.558 7.551
H 0.663 -4.023 7.473
H -3.544 -2.413 2.045
H -3.731 -3.718 3.180
H -5.298 -2.133 5.746
H -3.612 -2.285 6.129
H -4.440 -3.599 5.212
H -5.257 -1.031 2.413
H -5.958 -2.243 3.438
H -5.863 -0.609 4.063
H -1.795 0.391 1.498
H -3.351 -0.349 1.759
H -2.982 1.318 2.371
H -0.139 0.557 4.198
H -1.227 1.763 3.562
H -1.485 1.078 5.183
H -0.285 -1.466 3.967
H -0.635 -1.174 2.297
C -0.871 4.663 2.157
C -0.793 5.426 0.855
O -0.794 4.370 -0.126
C -1.358 3.284 0.437
O -1.658 2.288 -0.153
O -1.555 3.462 1.757
H -1.431 5.191 2.925
H 0.104 4.393 2.550
H -1.671 6.048 0.705
H 0.097 6.035 0.767
C 4.116 2.357 1.890
C 3.325 2.452 3.175
O 2.688 3.734 3.047
C 2.617 4.033 1.732
O 1.978 4.940 1.289
O 3.334 3.168 0.995
H 4.194 1.336 1.525
H 5.112 2.795 1.978
H 2.555 1.683 3.248
H 3.945 2.421 4.066
C -4.077 9.134 -1.215
C -3.587 7.794 -1.711
O -3.099 7.177 -0.511
C -3.725 7.757 0.540
O -3.661 7.359 1.659
O -4.433 8.842 0.149
H -4.935 9.508 -1.765
H -3.294 9.894 -1.215
H -4.392 7.180 -2.118
H -2.796 7.874 -2.451
C 0.035 5.468 -5.360
C -0.738 5.514 -4.062
O -1.433 6.766 -4.166
C -1.543 7.080 -5.479
O -2.205 7.969 -5.905
O -0.795 6.244 -6.238
H 0.164 4.461 -5.746
H 1.012 5.948 -5.285
H -1.470 4.708 -3.983
H -0.100 5.500 -3.182
C -3.044 1.374 -3.654
C -4.478 0.919 -3.809
O -5.062 1.999 -4.545
C -4.073 2.637 -5.217
O -4.245 3.472 -6.043
O -2.856 2.194 -4.815
H -2.333 0.553 -3.648
H -2.891 1.982 -2.760
H -4.567 0.004 -4.398
H -4.988 0.781 -2.860
C 6.436 -1.347 -0.742
C 5.678 -2.654 -0.683
O 4.911 -2.509 0.524
C 4.767 -1.199 0.768
O 4.042 -0.739 1.601
O 5.546 -0.455 -0.050
H 6.618 -1.004 -1.756
H 7.385 -1.383 -0.204
H 5.000 -2.779 -1.520
H 6.330 -3.520 -0.624
C 0.281 -5.756 -1.662
C 1.213 -6.906 -1.980
O 2.462 -6.238 -2.164
C 2.416 -5.064 -1.492
O 3.361 -4.365 -1.312
O 1.164 -4.801 -1.060
H -0.516 -6.024 -0.973
H -0.155 -5.312 -2.558
H 1.310 -7.611 -1.152
H 0.934 -7.451 -2.878
C 4.322 -5.409 9.220
C 4.514 -6.379 8.072
O 3.216 -6.975 7.958
C 2.315 -6.117 8.480
O 1.134 -6.238 8.385
O 2.928 -5.099 9.121
H 4.921 -4.508 9.127
H 4.511 -5.867 10.192
H 4.752 -5.876 7.134
H 5.267 -7.137 8.272
C 5.178 -5.300 -3.911
C 6.110 -6.442 -4.221
O 7.371 -5.778 -4.402
C 7.319 -4.606 -3.726
O 8.251 -3.895 -3.524
O 6.060 -4.350 -3.298
H 4.382 -5.578 -3.234
H 4.747 -4.852 -4.809
H 6.199 -7.144 -3.394
H 5.831 -6.984 -5.119
C 0.150 6.259 -10.081
C 1.025 6.926 -9.042
O 2.104 5.994 -8.909
C 2.180 5.269 -10.052
O 3.067 4.530 -10.325
O 1.102 5.503 -10.839
H -0.374 6.966 -10.717
H -0.574 5.573 -9.638
H 1.424 7.883 -9.383
H 0.517 7.068 -8.093
C -7.533 8.661 -0.116
C -8.972 8.214 -0.267
O -9.559 9.302 -0.988
C -8.574 9.944 -1.662
O -8.749 10.783 -2.481
O -7.355 9.492 -1.269
H -6.825 7.840 -0.123
H -7.370 9.262 0.779
H -9.068 7.305 -0.864
H -9.477 8.069 0.685
C 6.110 -11.035 -2.758
C 5.318 -10.915 -1.473
O 4.704 -9.628 -1.615
C 4.635 -9.339 -2.934
O 4.033 -8.420 -3.392
O 5.345 -10.229 -3.662
H 6.184 -12.055 -3.124
H 7.113 -10.612 -2.674
H 4.536 -11.671 -1.390
H 5.939 -10.946 -0.581

Force components x, y, z for each atom (eV/Å):
-0.03 -0.03 -0.40
0.01 -0.28 0.13
0.48 -1.26 -0.42
-0.87 -0.07 0.05
1.12 -0.67 -0.47
-0.59 0.76 1.05
0.18 0.11 -0.30
0.54 -0.50 -0.54
-0.58 -0.34 -0.17
0.77 0.47 -0.13
-0.64 -1.58 0.93
0.13 1.03 -0.07
0.02 -0.41 -0.32
-0.74 0.67 -1.50
0.17 -0.21 0.48
1.63 0.58 -0.11
0.14 -0.46 0.28
0.06 -0.03 0.11
-0.55 -0.29 0.08
1.08 -0.57 -1.27
-0.97 0.41 1.43
0.07 1.80 0.69
-0.36 0.12 0.02
-0.05 -0.16 -0.14
-0.14 0.47 0.22
-0.21 0.06 0.23
0.30 -0.06 0.01
-0.03 0.09 0.00
-0.18 0.02 0.01
-0.06 -0.14 0.09
0.07 -0.34 0.09
-0.06 -0.06 0.05
0.00 0.37 0.07
-0.02 -0.01 0.01
0.16 0.19 -0.03
0.08 0.10 0.03
-0.20 0.19 -0.03
-0.41 -0.10 -0.04
0.01 -0.07 0.01
-0.16 0.11 0.09
-0.11 0.00 -0.01
-0.07 0.11 0.14
0.09 -0.25 -0.07
0.06 0.18 0.17
-0.15 0.39 0.18
-0.09 -0.07 0.09
-0.05 0.07 -0.02
0.01 0.04 -0.23
0.01 0.00 -0.06
-0.23 -0.15 -0.08
0.03 -0.02 -0.02
-0.01 -0.19 -0.03
0.14 -0.20 -0.13
0.19 -0.22 -0.01
0.02 -0.18 0.07
0.02 -0.02 -0.03
-0.03 -0.01 -0.08
0.36 -0.03 -0.01
0.02 0.08 0.11
-0.12 0.22 -0.10
-0.05 0.08 0.00
-0.01 0.01 -0.05
-0.05 0.19 0.04
0.01 0.16 -0.16
0.00 0.06 -0.36
-0.23 0.24 -0.03
-0.02 0.01 0.11
0.01 -0.02 0.01
0.13 -0.11 -0.13
-0.12 -0.03 0.18
0.04 -0.05 0.05
-0.01 0.00 0.04
0.10 -0.11 0.10
0.15 -0.15 0.01
0.08 -0.23 0.18
0.09 -0.09 -0.08
-0.14 0.06 -0.07
0.03 0.03 0.01
0.05 -0.01 0.15
-0.13 0.04 -0.15
-0.02 0.04 0.01
-0.03 0.02 -0.06
-0.08 0.17 0.05
0.12 -0.09 0.29
-0.01 -0.15 0.09
0.10 -0.03 0.00
-0.02 0.07 -0.08
0.02 0.03 0.02
-0.09 -0.01 0.04
0.08 0.07 -0.15
0.00 -0.01 0.00
0.02 0.03 -0.04
-0.10 0.16 -0.04
0.17 -0.07 -0.06
0.21 -0.02 -0.21
0.10 0.14 0.01
-0.09 -0.11 0.01
0.04 -0.11 0.00
0.01 -0.04 0.05
-0.14 0.14 0.03
-0.03 0.02 0.05
-0.05 0.00 0.03
-0.11 -0.06 0.16
-0.21 -0.05 -0.01
-0.12 -0.20 -0.03
-0.12 0.15 0.11
0.02 0.00 0.09
-0.12 -0.02 -0.05
0.06 -0.12 -0.19
0.09 0.12 0.13
0.04 0.00 -0.01
0.01 0.04 0.03
0.17 0.06 -0.08
0.21 0.04 0.06
0.21 0.02 -0.05
0.00 0.07 0.08
0.03 -0.04 -0.02
-0.15 0.19 -0.12
0.01 -0.07 -0.04
-0.16 0.10 -0.03
-0.04 -0.03 -0.01
-0.05 0.03 0.01
-0.14 -0.13 0.01
-0.27 -0.07 -0.02
0.02 -0.20 -0.21
-0.12 0.17 0.12
0.06 0.01 -0.02
0.00 0.01 0.04
0.11 -0.05 -0.11
0.08 0.08 0.15
0.09 0.02 -0.03
0.04 0.07 0.06
0.16 0.01 -0.05
-0.17 0.04 0.03
-0.13 0.24 0.10
-0.08 -0.02 -0.07
0.05 -0.05 -0.03
0.00 0.00 0.01
0.02 0.05 0.09
0.11 -0.06 -0.14
0.03 -0.01 0.03
0.03 -0.04 -0.06
0.10 -0.12 0.07
-0.04 -0.11 0.17
-0.02 -0.14 0.08
0.11 -0.02 0.02
-0.05 0.07 -0.06
0.02 0.00 0.00
-0.05 -0.06 0.02
0.05 0.05 -0.13
0.00 0.01 -0.01
0.03 0.02 -0.03
-0.10 0.14 -0.04
0.15 -0.13 0.05
0.06 -0.16 0.10
0.02 -0.04 -0.07
-0.09 0.00 -0.04
-0.06 -0.08 -0.02
0.02 0.03 0.09
-0.11 0.05 -0.14
-0.02 0.04 0.01
-0.01 0.01 -0.04
-0.04 0.18 0.03

Calculated values
* HOMO-LUMO gap (alpha / beta): 7.6 / 7.7 eV
* net charge: 0
* expectation value of S²: 0.75
* 2S+1: 2
* E: -152910.2553 eV